Here is a structure of composition C11H23DyN4Si from OMol25. Energies are from ωB97M-V/def2-TZVPD.

Geometry (Å):
Dy 0.465 0.090 -0.929
C -2.901 2.076 -1.868
C -2.887 0.576 -1.935
C -3.971 -0.147 -2.381
C -3.881 -1.537 -2.440
C -2.727 -2.182 -2.044
C -1.655 -1.419 -1.592
N -1.750 -0.051 -1.558
N -0.430 -1.898 -1.173
Si 0.623 -2.714 -2.317
C 0.546 -4.566 -2.448
C 0.420 -1.686 -3.908
C 2.341 -2.085 -1.672
H -3.087 2.498 -2.856
H -1.947 2.455 -1.499
H -3.700 2.426 -1.215
H -4.876 0.359 -2.684
H -4.727 -2.114 -2.792
H -2.635 -3.260 -2.065
H -0.435 -4.906 -2.785
H 0.740 -5.020 -1.474
H 1.288 -4.946 -3.152
H -0.548 -1.859 -4.382
H 1.190 -1.912 -4.647
H 0.482 -0.603 -3.700
H 2.520 -2.409 -0.645
H 2.489 -0.985 -1.750
H 3.136 -2.514 -2.282
N 1.837 -0.319 1.226
C 2.246 0.977 1.838
C 1.023 1.849 2.046
N 0.347 2.143 0.748
H 1.257 -0.808 1.905
H 2.665 -0.902 1.141
H 2.961 1.466 1.172
H 2.739 0.827 2.798
H 1.315 2.767 2.554
H 0.313 1.328 2.691
H 0.790 2.965 0.344
H -0.600 2.448 0.955

The HOMO energy (spin up / spin down) is -0.5415 / -0.5417 Ha. Its spin multiplicity is 6. As for the frontier orbital gap (spin up / spin down): 7.32 / 7.09 eV. The LUMO energy (spin up / spin down) is -0.27261 / -0.28132 hartree. Its net charge is +2.



Here is a structure of composition C11H23INO2P2Pb from OMol25. Energies are from ωB97M-V/def2-TZVPD.

Geometry (Å):
Pb -1.194 -0.346 1.395
P -1.933 2.064 -0.084
C -1.380 1.471 -1.746
C 0.074 1.050 -1.829
N 0.619 0.394 -0.787
C 1.939 0.119 -0.771
C 2.744 0.393 -1.877
C 2.181 0.961 -3.002
C 0.836 1.296 -2.977
C 2.558 -0.392 0.514
P 1.394 -1.227 1.662
H 0.364 1.728 -3.852
H 3.810 0.202 -1.843
H 2.777 1.149 -3.893
H 3.347 -1.146 0.342
H 2.938 0.437 1.126
H -2.057 0.615 -1.924
H -1.613 2.329 -2.397
H -2.470 -3.406 -0.106
O -2.211 -2.632 -0.664
H -2.833 -2.696 -1.429
H -2.187 -3.421 2.713
O -1.649 -3.641 1.910
H -1.577 -4.646 1.936
C 1.353 -2.883 0.960
H 2.396 -3.230 1.042
H 0.629 -3.549 1.446
H 1.053 -2.763 -0.087
C 2.383 -1.373 3.204
H 1.792 -1.860 3.991
H 3.309 -1.929 3.006
H 2.610 -0.354 3.525
C -1.258 3.747 -0.062
H -1.671 4.306 -0.914
H -1.479 4.268 0.878
H -0.174 3.668 -0.161
C -3.717 2.367 -0.414
H -4.264 2.643 0.498
H -3.774 3.170 -1.168
H -4.129 1.426 -0.800
I 0.464 1.693 2.644

The HOMO energy (spin up / spin down) is -0.6929 / -0.6925 Ha. As for the frontier orbital gap (spin up / spin down): 5.06 / 4.77 eV. The LUMO energy (spin up / spin down) is -0.50689 / -0.51732 hartree. Its net charge is +3.



Here is a structure of composition C11H23LiNO10 from OMol25. Energies are from ωB97M-V/def2-TZVPD.

Geometry (Å):
Li -3.077 0.771 6.473
C 3.825 -1.639 -3.324
C 2.338 -1.396 -2.991
N 1.785 -0.138 -3.795
C 2.388 1.200 -3.548
C 1.817 -0.256 -5.350
C 1.386 -1.663 -5.898
C 0.227 -0.123 -3.514
C -0.124 -0.003 -2.016
O 0.704 0.927 -1.362
C 0.225 1.223 -0.051
H 4.470 -0.861 -2.917
H 4.041 -1.743 -4.387
H 4.251 -2.502 -2.812
H 2.173 -1.205 -1.931
H 1.708 -2.259 -3.207
H 1.685 1.980 -3.837
H 3.324 1.305 -4.097
H 2.669 1.281 -2.498
H 2.826 0.021 -5.655
H 1.121 0.503 -5.706
H 2.284 -2.281 -5.900
H 1.260 -1.462 -6.962
H 0.495 -2.254 -5.684
H -0.218 -1.035 -3.911
H -0.180 0.710 -4.088
H -0.043 -0.972 -1.523
H -1.132 0.412 -1.989
H 0.914 1.981 0.322
H 0.167 0.419 0.683
H -0.663 1.853 -0.104
O -5.792 5.322 8.013
C -5.353 4.158 7.590
O -4.564 4.146 6.647
O -5.719 3.030 8.062
H -5.449 5.778 7.241
O 2.516 -0.922 8.375
C 1.660 -0.349 7.543
O 0.424 -0.392 7.738
O 2.196 0.361 6.683
H 3.170 -0.419 7.885
O -5.282 -3.158 2.215
C -5.245 -2.804 3.469
O -4.537 -1.806 3.728
O -5.870 -3.389 4.367
H -4.800 -2.350 2.022

The HOMO energy is -0.1465 Ha. As for the frontier orbital gap: 3.89 eV. The LUMO energy is -0.00358 hartree. Its net charge is -1.



Here is the ion C11H23N2 with charge +1 from OMol25. Energies are from ωB97M-V/def2-TZVPD.

Geometry (Å):
C 0.211 -0.585 -1.248
C -1.130 -0.594 -1.019
C 1.484 1.653 -0.511
C 1.324 0.147 -0.487
C 0.734 2.595 -1.365
C 2.618 -0.730 -0.567
C -3.096 -2.002 -0.969
C -2.899 -0.085 -2.486
C 1.351 1.076 1.989
C 0.629 -0.162 2.669
C -2.136 -1.196 -1.832
N 0.861 0.966 0.636
N 1.221 -0.402 4.068
H 0.561 -1.302 -2.069
H -1.528 -0.134 -0.180
H 2.542 1.890 -0.262
H 1.240 2.644 -2.392
H 0.832 3.617 -0.885
H -0.256 2.289 -1.389
H 3.353 -0.590 0.300
H 3.256 -0.642 -1.517
H 2.460 -1.765 -0.500
H -3.497 -1.192 -0.210
H -2.748 -2.839 -0.444
H -4.071 -2.142 -1.412
H -3.515 0.375 -1.756
H -3.727 -0.447 -3.101
H -2.157 0.537 -2.938
H 1.020 1.950 2.438
H 2.474 0.964 2.056
H 0.557 -0.968 1.959
H -0.355 0.277 2.966
H -1.622 -1.693 -2.536
H 0.829 -1.321 4.244
H 0.960 0.285 4.747
H 2.221 -0.475 4.003

The SMILES is CC(C)/C=C/[C@@]1(C)[C@@H](C)N1CC[NH3+]. The HOMO energy is -0.4245 Ha. As for the frontier orbital gap: 7.83 eV. The LUMO energy is -0.13665 hartree. Its net charge is +1.



Here is a structure of composition C11H23N3NiO6 from OMol25. Energies are from ωB97M-V/def2-TZVPD.

Geometry (Å):
O 0.426 3.628 0.268
H 0.242 4.524 0.563
Ni -0.573 0.111 -0.695
N -0.831 -0.424 -2.392
N 0.920 -1.187 -0.768
O -1.821 0.032 -3.087
O 1.589 -1.874 0.244
C -0.117 -1.510 -2.772
C 0.956 -1.878 -1.914
C -0.593 -2.180 -3.975
C 1.856 -3.040 -2.153
H -1.523 -1.748 -4.357
H -0.747 -3.246 -3.810
H 0.198 -2.063 -4.714
H 2.483 -3.240 -1.285
H 2.506 -2.817 -3.004
H 1.271 -3.934 -2.406
H -1.631 1.561 -2.102
H 1.541 -1.290 1.061
O -1.011 -2.676 0.815
H -1.271 -3.147 1.624
H -0.029 -2.623 0.796
C 2.159 2.660 -0.272
H 2.710 3.208 0.443
H 1.817 3.055 -1.217
H 2.413 1.567 -0.397
O -1.063 1.915 -1.363
H -0.480 3.374 -0.009
H -0.285 2.356 -1.741
O 1.638 -0.554 2.496
C 1.242 0.831 2.370
C -0.255 0.857 2.429
C -0.944 1.121 3.619
C -2.338 1.101 3.573
C -3.034 0.772 2.405
C -2.274 0.487 1.280
N -0.917 0.606 1.290
H 2.568 -0.584 2.776
H 1.576 1.343 3.280
H 1.667 1.329 1.461
H -0.313 1.385 4.482
H -2.867 1.361 4.469
H -4.128 0.721 2.341
H -2.733 0.112 0.345

The HOMO energy (spin up / spin down) is -0.2274 / -0.2375 Ha. Its spin multiplicity is 3. As for the frontier orbital gap (spin up / spin down): 6.40 / 6.66 eV. The LUMO energy (spin up / spin down) is 0.00760 / 0.00729 hartree. Its net charge is 0.



Here is a structure of composition C11H23N3PdSSe4 from OMol25. Energies are from ωB97M-V/def2-TZVPD.

Geometry (Å):
Pd 2.773 -0.606 -1.700
Se 0.568 2.694 -1.186
Se 1.455 1.203 -2.803
Se 4.740 0.541 -2.608
Se 5.142 -1.452 -1.503
C -2.935 0.755 -1.265
C -3.314 -0.686 -0.925
C -2.716 -1.729 -1.879
C -1.340 -2.236 -1.478
N -0.328 -1.196 -1.605
C 0.917 -1.573 -1.034
S 1.882 -2.806 -1.793
N 0.870 -1.541 0.370
C 0.162 -0.429 1.002
C -0.359 -0.800 2.381
C -1.276 0.286 2.947
C -0.546 1.595 3.242
H -3.303 1.456 -0.509
H -3.365 1.045 -2.229
H -1.852 0.894 -1.330
H -4.406 -0.786 -0.933
H -2.986 -0.921 0.096
H -2.660 -1.301 -2.888
H -3.377 -2.601 -1.942
H -1.074 -3.118 -2.083
H -1.360 -2.567 -0.435
H -0.167 -0.935 -2.574
H 1.790 -1.702 0.763
H -0.660 -0.142 0.351
H 0.819 0.442 1.063
H 0.486 -0.958 3.064
H -0.899 -1.751 2.318
H -1.757 -0.081 3.860
H -2.073 0.482 2.220
H 0.257 1.436 3.969
H -1.228 2.347 3.651
H -0.103 2.010 2.334
C 3.824 2.923 0.039
C 3.500 1.581 0.520
N 3.231 0.502 0.803
H 3.639 2.930 -1.035
H 4.872 3.148 0.240
H 3.158 3.647 0.502

The HOMO energy is 0.0097 Ha. As for the frontier orbital gap: 4.66 eV. The LUMO energy is 0.18110 hartree. Its net charge is -2.



ΔE to the lowest compared entry with this formula, charge and spin, respectively: 10.4; 0.0; 130.8; 104.3; 0.0; 38.2 kcal/mol.
Energy, respectively: -1826.08022; -1810.37946; -1247.50973; -542.06040; -2556.70580; -10729.08645 a.u..